11
Properties=species:S:1:pos:R:3:lowdin_charge:R:1 method="wB97M-V/def2-TZVPD" smiles="C=NSC(=S)NO" lumo_energy_ev=0.34 e_above_lowest_kcal_mol=77.5 homo_ev=-8.56 multiplicity=1
C 1.612 -0.212 0.042 -1.2328
C -2.258 -0.977 -0.321 -0.1238
H -0.044 1.515 0.962 0.0692
H 2.317 1.717 -0.076 0.1733
H -2.321 -2.025 -0.134 0.0520
H -3.127 -0.472 -0.719 0.0703
N 1.475 1.091 -0.080 -0.1349
N -1.209 -0.271 -0.136 -0.3229
O 0.310 1.761 0.124 -0.0415
S 3.042 -1.030 -0.144 0.5674
S 0.204 -1.097 0.484 0.9238


100
Properties=species:S:1:pos:R:3:lowdin_charge:R:1 method="wB97M-V/def2-TZVPD" lumo_energy_ev=-1.71 homo_ev=-6.89 multiplicity=1
N -2.162 -1.304 -0.230 0.0121
C -1.877 -0.443 -1.393 -0.2850
C -3.107 0.452 -1.619 -0.2129
C -4.254 -0.299 -2.314 -0.1944
C -5.513 -0.239 -1.441 -0.1866
C -6.822 -0.458 -2.223 -0.0939
C -7.604 -1.699 -1.819 -0.3426
C -6.812 -2.921 -2.312 -0.0935
C -5.874 -3.497 -1.275 -0.1427
F -5.241 -4.606 -1.888 -0.0743
O -8.885 -1.830 -2.484 0.0187
C -9.733 -0.769 -2.288 -0.4649
O -9.752 0.117 -3.074 0.1606
C -10.647 -0.789 -1.109 -0.0893
C -11.962 -0.035 -1.316 -0.2545
N -12.458 0.517 -0.045 -0.0133
C -7.865 -1.829 -0.277 -0.6623
O -7.518 -0.913 0.464 0.0446
O -8.486 -2.864 0.111 -0.0574
H -1.561 -2.116 -0.309 0.0584
H -1.853 -0.830 0.607 0.0561
H -1.711 -1.015 -2.294 0.0867
H -1.048 0.228 -1.179 0.1049
H -2.859 1.346 -2.171 0.0876
H -3.410 0.772 -0.625 0.1034
H -3.961 -1.322 -2.538 0.1042
H -4.497 0.285 -3.199 0.0965
H -5.427 -0.866 -0.568 0.0939
H -5.542 0.768 -1.041 0.1145
H -6.548 -0.597 -3.266 0.1166
H -7.406 0.452 -2.191 0.1193
H -6.318 -2.729 -3.254 0.1391
H -7.572 -3.649 -2.550 0.0443
H -6.363 -3.891 -0.392 0.1199
H -5.084 -2.824 -0.975 0.1164
H -10.128 -0.303 -0.285 0.1321
H -10.836 -1.796 -0.752 0.1203
H -12.719 -0.688 -1.733 0.1061
H -11.826 0.820 -1.962 0.1071
H -11.959 1.376 0.124 0.0623
H -12.277 -0.120 0.716 0.0600
C 2.254 -1.197 2.730 -0.0983
C 1.417 -1.759 1.593 -0.2800
O 2.049 -1.699 0.329 -0.1581
C 3.270 -2.403 0.208 -0.2859
C 3.155 -3.895 0.471 -0.0759
H 2.526 -0.160 2.526 0.0567
H 1.696 -1.235 3.666 0.0805
H 3.180 -1.756 2.872 0.0571
H 0.504 -1.171 1.497 0.1041
H 1.103 -2.786 1.813 0.1094
H 4.034 -1.956 0.854 0.0647
H 3.600 -2.242 -0.819 0.1207
H 2.834 -4.108 1.491 0.0657
H 4.120 -4.378 0.318 0.0771
H 2.427 -4.346 -0.205 0.0808
C 5.475 1.567 3.319 -1.5777
Br 4.928 0.492 4.816 0.5794
Br 5.602 0.533 1.682 0.4730
Br 4.336 3.100 3.096 0.4649
H 6.467 1.937 3.536 -0.0265
Be 3.933 4.328 5.661 0.2645
C 10.533 2.783 0.028 -0.3197
S 9.246 2.513 1.242 0.6021
O 9.529 3.395 2.402 -0.5295
C 9.753 0.852 1.695 -0.2931
H 10.427 3.794 -0.362 0.0578
H 11.507 2.674 0.497 -0.0167
H 10.423 2.068 -0.786 0.0370
H 10.780 0.875 2.059 0.0380
H 9.671 0.195 0.830 0.0441
H 9.093 0.495 2.484 0.0433
O -2.200 4.394 5.349 0.0369
C -1.229 4.646 6.034 -0.2644
C 0.193 3.691 5.129 -0.2710
O 1.195 3.903 5.795 -0.1469
H -1.126 4.220 7.049 0.1206
H -0.791 5.661 6.045 0.1212
H 0.126 4.095 4.103 0.1224
H -0.210 2.663 5.068 0.1225
C 12.677 -1.966 3.390 -1.5553
Cl 11.098 -2.531 2.842 0.5257
Cl 13.412 -0.908 2.184 0.5231
Cl 12.541 -1.144 4.942 0.5305
H 13.317 -2.828 3.518 0.0097
Na -8.382 -4.802 -1.743 0.7582
O -1.514 0.736 -3.999 0.0187
C -1.736 0.033 -4.966 -0.2511
C -2.857 1.108 -6.172 -0.2532
O -3.053 0.348 -7.097 0.0366
H -2.333 -0.893 -4.831 0.1192
H -0.894 -0.271 -5.618 0.1233
H -2.195 1.987 -6.286 0.1205
H -3.668 1.374 -5.469 0.1137
C 13.703 3.818 -2.059 -0.9925
Cl 13.703 3.430 -0.333 0.5576
Cl 12.607 2.778 -2.976 0.5223
H 13.388 4.847 -2.179 0.0268
H 14.707 3.685 -2.441 0.0232
Be 7.121 1.527 -0.457 0.2239


12
Properties=species:S:1:pos:R:3:lowdin_charge:R:1 method="wB97M-V/def2-TZVPD" smiles="C#CCCC=O" lumo_energy_ev="0.92 / 0.92" e_above_lowest_kcal_mol=41.2 homo_ev="-9.88 / -9.88" multiplicity=1
O 1.840 1.905 0.186 0.0500
C 1.679 0.908 0.849 -0.2615
C 0.576 -0.095 0.615 -0.1664
C -0.452 0.409 -0.400 -0.2185
C -1.369 -0.645 -0.838 -0.1507
C -2.100 -1.532 -1.196 0.1052
H 2.370 0.669 1.685 0.1209
H 0.107 -0.342 1.577 0.1234
H 1.042 -1.029 0.271 0.1279
H -1.020 1.239 0.036 0.1265
H 0.077 0.827 -1.263 0.1207
H -2.751 -2.314 -1.522 0.0225


53
Properties=species:S:1:pos:R:3:lowdin_charge:R:1 method="wB97M-V/def2-TZVPD" lumo_energy_ev="-6.19 / -6.19" charge=+2 e_above_lowest_kcal_mol=3.9 homo_ev="-13.26 / -13.26" multiplicity=3 s2=2.002
Tm 0.330 0.003 -0.829 1.2393
Cl 5.871 4.720 -0.508 0.7322
C 4.752 3.435 -0.747 -0.6582
C 5.218 2.119 -0.865 -0.0462
C 4.336 1.086 -1.074 0.0162
C 2.956 1.306 -1.161 -0.3088
O 2.148 0.282 -1.399 -0.2310
C 2.474 2.641 -1.012 -0.1230
C 1.096 3.021 -1.029 -0.0171
N 0.072 2.210 -1.045 -0.0399
C -1.271 2.674 -1.010 -0.1839
C -1.649 3.997 -0.972 0.0199
C -2.995 4.383 -0.889 -0.0277
C -3.983 3.445 -0.834 0.0030
C -3.652 2.074 -0.890 -0.1301
C -4.639 1.068 -0.852 0.0430
C -4.275 -0.249 -0.947 -0.0136
C -2.922 -0.558 -1.084 -0.1023
N -1.955 0.348 -1.107 -0.0364
C -2.297 1.675 -1.002 -0.1459
C 3.409 3.685 -0.825 -0.0400
H 6.281 1.927 -0.799 0.1238
H 4.690 0.071 -1.189 0.1304
H 0.928 4.095 -1.004 0.1310
H -0.903 4.779 -0.998 0.1162
H -3.237 5.436 -0.864 0.1259
H -5.024 3.732 -0.757 0.1312
H -5.679 1.351 -0.753 0.1382
H -5.007 -1.043 -0.927 0.1233
H -2.617 -1.594 -1.185 0.1133
H 3.053 4.703 -0.727 0.1238
C 0.216 -1.059 4.661 -0.0140
N 0.198 -2.088 3.632 -0.1112
C 0.140 -3.445 3.857 0.0069
C 0.139 -4.053 2.666 0.0003
N 0.197 -3.061 1.679 0.0389
C 0.231 -1.839 2.312 -0.6206
S 0.311 -0.231 1.762 0.7091
C 0.210 -3.368 0.299 -0.2031
C 0.233 -4.702 -0.108 0.0424
C 0.231 -5.004 -1.454 0.0106
C 0.212 -3.972 -2.384 -0.0055
C 0.200 -2.690 -1.899 -0.1351
N 0.193 -2.375 -0.588 0.0024
H 0.206 -1.536 5.636 0.1061
H -0.656 -0.414 4.560 0.0993
H 1.109 -0.446 4.562 0.0973
H 0.106 -3.872 4.844 0.1474
H 0.099 -5.105 2.464 0.1243
H 0.258 -5.510 0.604 0.1140
H 0.249 -6.035 -1.778 0.1367
H 0.216 -4.166 -3.447 0.1326
H 0.193 -1.850 -2.601 0.1144


72
Properties=species:S:1:pos:R:3:lowdin_charge:R:1 method="wB97M-V/def2-TZVPD" lumo_energy_ev=-0.99 e_above_lowest_kcal_mol=0.0 homo_ev=-8.55 multiplicity=1
Sr 2.084 0.346 -0.258 1.4486
S -3.659 0.802 1.591 1.1050
C -5.344 1.045 1.708 -0.3835
C -6.030 0.365 0.748 -0.1723
C -5.168 -0.368 -0.107 -0.1208
C -3.848 -0.226 0.220 -0.4782
C -2.688 -0.836 -0.428 -0.1857
C -1.437 -0.176 -0.441 -0.0742
N -0.338 -0.696 -0.940 0.0508
C -0.392 -1.939 -1.468 -0.1415
C -1.595 -2.648 -1.572 -0.1254
C -1.598 -3.949 -2.183 -0.0122
C -0.456 -4.502 -2.635 -0.0121
C 0.801 -3.823 -2.493 -0.1248
C 2.012 -4.380 -2.931 0.0612
C 3.194 -3.703 -2.745 -0.1810
C 3.121 -2.454 -2.091 -0.0753
N 2.001 -1.901 -1.683 0.0465
C 0.840 -2.559 -1.895 -0.1428
C 4.479 -4.246 -3.193 -0.4852
C 4.802 -5.556 -3.420 -0.1218
C 6.137 -5.728 -3.864 -0.1788
C 6.803 -4.545 -3.966 -0.4073
S 5.822 -3.221 -3.528 1.0794
C -2.747 -2.071 -1.027 0.0602
H -5.739 1.679 2.486 0.0583
H -7.105 0.391 0.650 0.1037
H -5.508 -0.949 -0.952 0.1132
H -1.355 0.817 -0.007 0.0994
H -2.540 -4.477 -2.268 0.1185
H -0.463 -5.481 -3.097 0.1188
H 2.000 -5.341 -3.430 0.1283
H 4.032 -1.898 -1.889 0.0977
H 4.118 -6.375 -3.250 0.1113
H 6.582 -6.686 -4.089 0.1037
H 7.822 -4.381 -4.276 0.0682
H -3.676 -2.628 -1.042 0.1318
O 0.514 5.932 1.540 -0.0913
N 1.392 5.213 1.277 -0.2810
F 2.450 0.252 3.293 0.1157
B 1.842 -0.789 2.611 -1.2645
F 0.726 -0.212 1.858 -0.0641
F 1.420 -1.809 3.401 0.1886
F 2.735 -1.239 1.568 -0.0133
F 3.939 2.866 -3.928 -0.3435
Te 4.269 1.737 -2.496 1.7489
F 5.854 1.269 -3.327 -0.3529
F 5.076 3.224 -1.737 -0.3542
F 2.554 2.350 -1.849 -0.4869
F 3.325 0.497 -3.542 -0.3783
O 4.381 0.652 -1.087 -0.7096
C -4.808 3.954 4.085 -0.0515
C -3.444 3.700 3.501 -0.2874
C -3.145 4.060 2.195 -0.0484
C -1.891 3.831 1.636 -0.3360
C -1.695 4.173 0.184 -0.0773
C -0.899 3.257 2.446 -0.4473
Te 1.069 3.092 1.723 1.3616
C -1.180 2.856 3.761 -0.3039
C -0.177 2.187 4.665 -0.0642
C -2.459 3.083 4.257 -0.0226
H -5.506 4.305 3.326 0.0765
H -4.755 4.713 4.868 0.0853
H -5.217 3.049 4.539 0.0777
H -3.918 4.506 1.578 0.1205
H -2.661 4.320 -0.297 0.0823
H -1.170 3.374 -0.344 0.0498
H -1.120 5.089 0.050 0.0636
H 0.656 1.738 4.129 0.0142
H -0.662 1.395 5.235 0.0904
H 0.233 2.905 5.379 0.0941
H -2.688 2.764 5.268 0.1273


no.,electronic energy (hartree)
1,-1059.6198
2,-12556.7842
3,-269.2806
4,-3256.3377
5,-3720.7941